# 1
This record from OMol25 describes a structure of composition C33H36MnN5P2S in a non-equilibrium geometry. The level of theory is ωB97M-V/def2-TZVPD.

XYZ file:
```
78
C33H36MnN5P2S, DFT ωB97M-V/def2-TZVPD
Mn -0.59264 0.19562 0.63577
C -2.01043 0.66974 -2.71634
C -1.02490 -0.49882 -2.53686
P -1.34962 -1.40458 -0.95345
C -0.18509 -2.80432 -0.91257
C 0.36311 -3.41248 -2.03794
C 1.20046 -4.50787 -1.89243
C 1.50526 -4.99587 -0.63017
C 0.98551 -4.37620 0.49807
C 0.14756 -3.28123 0.35808
C -2.97322 -2.13726 -1.36337
C -3.10982 -2.96788 -2.47452
C -4.36654 -3.37571 -2.88786
C -5.49926 -2.96565 -2.19642
C -5.36679 -2.18099 -1.06266
C -4.10820 -1.77016 -0.64554
P -1.43870 2.31596 -2.03843
C -1.63593 2.12632 -0.19680
C -0.73552 2.86192 0.59470
C -0.93927 3.02266 1.96224
C -2.04400 2.44642 2.57215
C -2.93351 1.68972 1.81888
C -2.73041 1.51734 0.45212
C -2.94359 3.29451 -2.45706
C -3.76009 3.95781 -1.54261
C -4.88088 4.65367 -1.97594
C -5.18558 4.72095 -3.32524
C -4.34530 4.11700 -4.24860
C -3.23103 3.41627 -3.81840
H -3.00898 0.41073 -2.35496
H -2.11833 0.86728 -3.78443
H 0.00806 -0.14279 -2.53631
H -1.13828 -1.20068 -3.36301
H 0.16395 -3.02266 -3.02800
H 1.61714 -4.98481 -2.77004
H 2.15218 -5.85681 -0.52678
H 1.23103 -4.75310 1.48267
H -0.26153 -2.79224 1.23592
H -2.23709 -3.31227 -3.01228
H -4.46048 -4.01485 -3.75619
H -6.48129 -3.26330 -2.53854
H -6.24326 -1.88690 -0.50011
H -4.00805 -1.17940 0.25690
H 0.06520 3.39128 0.09289
H -0.24823 3.61448 2.54844
H -2.21637 2.58524 3.63105
H -3.80925 1.26249 2.29003
H -3.48505 1.01786 -0.14133
H -3.52354 3.96701 -0.48962
H -5.51276 5.14768 -1.24889
H -6.06356 5.25802 -3.65892
H -4.55165 4.20328 -5.30737
H -2.57119 2.95992 -4.54842
C 4.80033 2.58881 2.82601
C 3.40574 1.98777 2.95238
N 2.82643 1.65866 1.64870
C 2.56979 0.48474 1.08995
S 1.59689 0.46991 -0.35231
N 3.01133 -0.67653 1.54163
C 4.08971 -0.98484 2.48365
C 3.57511 -1.58621 3.78493
H 5.17736 2.86614 3.80989
H 4.77313 3.48611 2.20693
H 5.49760 1.88407 2.37271
H 2.73582 2.70733 3.42483
H 3.41121 1.09884 3.57845
H 2.52012 2.44275 1.09670
H 2.61686 -1.47094 1.06038
H 4.66696 -0.08306 2.67137
H 4.74987 -1.69060 1.97813
H 2.84839 -0.92918 4.26335
H 4.40609 -1.74500 4.47211
H 3.09833 -2.55032 3.60616
N -0.22618 -0.23277 2.48145
C 0.01920 -0.28307 3.63789
N 0.40246 -0.29115 4.81485
C -0.02761 -0.62952 6.00374
N -0.33100 -0.91214 7.08231
```

The LUMO energy (spin up / spin down) comes out at -2.549 / -3.228 eV. Its charge is +1. Its orbital gap (spin up / spin down) is 8.57 / 7.90 eV. The spin multiplicity is 6. The expectation value of S² is 8.7635. The calculation puts the energy at -3784.626279 hartree.



# 2
This record from OMol25 describes a structure of composition C52H66N6O5PS4ScSeTe. The level of theory is ωB97M-V/def2-TZVPD.

XYZ file:
```
137
C52H66N6O5PS4ScSeTe, DFT ωB97M-V/def2-TZVPD
Sc -0.95994 0.58606 -0.32523
C 3.14384 0.36183 1.62227
C 1.94461 -0.03714 0.81752
N 0.81865 0.85956 0.93125
C 0.99523 2.07380 1.47277
C 2.17146 2.53052 2.08855
C 3.26168 1.57293 2.16789
C 2.21840 3.79665 2.69521
C 1.13806 4.64072 2.73783
C -0.07373 4.22049 2.14523
C -1.26621 4.97993 2.16474
C -2.40663 4.49906 1.58297
C -2.36306 3.25453 0.93237
N -1.26420 2.53776 0.87319
C -0.13214 2.96950 1.49306
H 3.93879 -0.36907 1.70665
H 1.61900 -1.03888 1.10592
H 4.15590 1.84355 2.71901
H 3.15017 4.09624 3.16400
H 1.19080 5.60414 3.22782
H -1.26196 5.94587 2.65673
H -3.32811 5.06444 1.59380
H -3.23564 2.85107 0.42726
S 2.29278 -2.62464 -2.62954
C 1.59124 -1.59094 -1.56265
S 2.59308 -0.28490 -0.92599
S -0.06855 -1.71081 -1.09946
C -2.88858 -2.30119 -3.54361
C -4.25068 -1.64687 -3.56705
O -4.42677 -0.74684 -2.45182
P -3.78458 0.72265 -2.41610
O -2.42662 0.61526 -1.73881
Te -3.83912 1.80023 -4.49243
O -4.69022 1.42172 -1.28765
C -6.00192 1.94852 -1.55847
C -7.06040 0.86698 -1.56549
H -2.79768 -3.00370 -4.37423
H -2.72234 -2.84459 -2.61246
H -2.09912 -1.55505 -3.63962
H -5.05188 -2.37754 -3.46367
H -4.40361 -1.08551 -4.49031
H -5.97626 2.48058 -2.51175
H -6.18435 2.66822 -0.76088
H -6.89220 0.16528 -2.38116
H -8.04451 1.31987 -1.69800
H -7.05514 0.31620 -0.62363
C -1.67270 0.60163 3.67346
N -2.60059 -0.46453 3.32351
C -3.10412 -1.24566 4.44528
C -4.32904 -2.02953 4.03269
C -3.99437 -2.84486 2.80196
N -3.43240 -1.99019 1.76841
C -3.51153 -2.50460 0.41039
C -2.72720 -0.87633 2.04576
O -2.21079 -0.21295 1.11047
H -2.21104 1.45425 4.09312
H -1.11626 0.91110 2.79746
H -0.95913 0.22310 4.40831
H -3.34042 -0.55212 5.25387
H -2.31045 -1.91396 4.79679
H -5.14693 -1.34212 3.80276
H -4.65392 -2.67933 4.84469
H -4.89353 -3.30920 2.39377
H -3.28273 -3.64431 3.04060
H -4.54604 -2.49677 0.06240
H -3.12997 -3.52846 0.38769
H -2.91911 -1.89818 -0.26279
C -0.83274 -4.51668 6.32540
C 0.49495 -5.25407 6.45923
C 1.69281 -4.32479 6.64448
C 1.97116 -3.40228 5.45616
N 1.99321 -4.10204 4.17951
C 1.21229 -3.79905 3.10289
Se -0.07419 -2.49376 2.99659
N 1.57543 -4.62871 2.09482
C 1.03107 -4.58585 0.73877
C -0.34293 -5.22634 0.60846
C -0.44011 -6.69534 1.02639
C -0.53722 -6.92407 2.53607
C 2.63684 -5.42412 2.50259
C 3.35466 -6.41104 1.84461
C 4.37476 -7.02964 2.55048
C 4.66257 -6.67625 3.86923
C 3.93292 -5.70059 4.53128
C 2.90951 -5.08517 3.82528
H -1.66415 -5.22056 6.25545
H -0.85062 -3.88889 5.43215
H -1.01088 -3.87501 7.19322
H 0.65600 -5.88464 5.57922
H 0.45500 -5.93436 7.31325
H 2.57761 -4.91662 6.88605
H 1.51922 -3.67775 7.50976
H 2.92465 -2.88345 5.58063
H 1.19486 -2.64506 5.36358
H 1.75381 -5.08904 0.09691
H 0.98274 -3.54301 0.43081
H -0.62339 -5.11807 -0.44256
H -1.05741 -4.63237 1.18705
H 0.40680 -7.25635 0.61588
H -1.33020 -7.12243 0.55775
H 0.40478 -6.73321 3.05148
H -0.82189 -7.95455 2.75549
H -1.29246 -6.26692 2.97626
H 3.13823 -6.68257 0.82065
H 4.96246 -7.79841 2.06707
H 5.47198 -7.17323 4.38721
H 4.16736 -5.42843 5.55038
O 0.09277 1.87590 -1.63057
S 0.96279 2.86959 -2.36053
C 0.28034 2.91936 -4.03444
C 0.73736 1.67645 -4.74581
C 0.14978 0.45148 -4.43533
C 0.61107 -0.71208 -5.03048
C 1.64642 -0.65856 -5.95355
C 2.22147 0.56079 -6.27985
C 1.77292 1.72453 -5.67203
C 0.51742 4.51339 -1.71139
C -0.73161 5.17918 -2.21261
C -0.64650 6.45249 -2.76901
C -1.78706 7.10915 -3.20836
C -3.02512 6.49220 -3.10514
C -3.11455 5.21384 -2.57231
C -1.97588 4.56066 -2.12656
H 0.65857 3.83594 -4.49388
H -0.80773 2.97444 -3.95237
H -0.66375 0.41414 -3.72041
H 0.17320 -1.66307 -4.75658
H 2.01071 -1.56918 -6.41107
H 3.02823 0.60630 -7.00013
H 2.23380 2.67532 -5.91734
H 1.39538 5.13349 -1.90349
H 0.48792 4.33056 -0.63464
H 0.31981 6.93832 -2.84938
H -1.70654 8.10129 -3.63430
H -3.91579 6.99785 -3.45526
H -4.06829 4.70438 -2.52937
H -2.05239 3.55098 -1.74314
```

The LUMO energy comes out at 0.025 eV. Its orbital gap is 6.53 eV. The calculation puts the energy at -8090.518522 hartree. For the energy above the lowest of the compared OMol25 structures with the same formula, charge and spin, the calculation gives 0.4589 eV.



# 3
This record from OMol25 describes a cluster of 4 separate species, C29H41ClF5IN3O10S in total in a non-equilibrium geometry. The level of theory is ωB97M-V/def2-TZVPD.

XYZ file:
```
91
C29H41ClF5IN3O10S, DFT ωB97M-V/def2-TZVPD
C -1.73760 -1.18546 -2.93359
C -1.71264 -1.69237 -1.44632
C -0.22632 -1.93466 -0.84640
I 1.33143 -1.38996 -2.23934
C -0.06949 -1.35600 0.58031
C 0.54140 -0.15867 1.13100
C 1.24070 0.99183 0.35324
C 0.27176 1.98971 -0.41903
C -1.26157 1.67699 -0.30330
Cl 0.80647 2.17230 -2.16809
N 0.37843 -0.23872 2.54649
C 0.89868 0.81929 3.43579
F 2.27809 0.92312 3.33655
F 0.64257 0.55427 4.76588
C 0.20019 2.19633 3.13737
C -1.25609 2.21459 3.24327
C -2.05669 3.40196 2.99028
C -1.33506 4.64756 2.65033
C 0.12643 4.62845 2.55586
C 0.80899 5.99094 2.18508
F 1.95375 6.07183 2.96505
F 1.11181 6.06433 0.86226
F 0.02970 7.04990 2.59450
C 0.91797 3.41105 2.80121
C -0.31794 -1.37394 2.93772
N -0.65996 -1.79750 4.23731
C -2.09262 -1.57629 4.57236
C -0.17740 -3.14121 4.54442
C -1.07008 -4.38630 4.83415
O 1.02056 -3.30372 4.55512
N -0.58625 -2.01376 1.74138
S -1.47357 -3.50604 1.58931
H -1.30099 -1.91914 -3.66757
H -1.32747 -0.15090 -3.06067
H -2.82955 -1.11256 -3.22422
H -2.28440 -1.00176 -0.77241
H -2.25975 -2.68099 -1.44422
H -0.15532 -3.05549 -0.73733
H 2.07208 0.63775 -0.31702
H 1.76425 1.61783 1.13177
H 0.41915 3.01778 0.01726
H -1.80255 2.62765 -0.58625
H -1.61189 1.41519 0.72336
H -1.52120 0.93387 -1.09587
H -1.79973 1.27704 3.50421
H -3.16644 3.35713 3.05324
H -1.95284 5.55657 2.49109
H 2.02974 3.42235 2.70375
H -2.46303 -2.17935 5.43334
H -2.78022 -1.66725 3.67974
H -2.18348 -0.49484 4.89120
H -1.29130 -4.36947 5.94475
H -2.05892 -4.39244 4.31509
H -0.50227 -5.34039 4.66800
H -2.51398 -3.23143 0.73494
C 3.99011 1.22717 6.06257
O 5.34972 1.12687 5.64536
C 5.95944 2.30784 5.47844
O 5.45991 3.39063 5.64734
O 7.21706 2.07369 5.09112
C 7.99292 3.25294 4.87365
H 3.59934 0.21568 6.16444
H 3.91956 1.72458 7.03071
H 3.39688 1.75386 5.31570
H 8.08062 3.83124 5.79388
H 7.55756 3.85910 4.07836
H 8.98850 2.93919 4.56502
C -6.47564 -0.17207 -5.06959
O -6.03391 0.65727 -6.14251
C -4.70680 0.68864 -6.30377
O -3.89736 0.09292 -5.63639
O -4.43417 1.49512 -7.33310
C -3.04288 1.62615 -7.62472
H -7.56229 -0.11738 -5.03758
H -6.18492 -1.20955 -5.23990
H -6.08149 0.18712 -4.11773
H -2.61410 0.66114 -7.89771
H -2.51054 2.05777 -6.77617
H -2.94697 2.30067 -8.47351
C -0.33285 -3.23560 -7.61973
O 0.85307 -4.01718 -7.75738
C 1.33103 -4.49893 -6.60523
O 0.85157 -4.32593 -5.51227
O 2.43264 -5.20507 -6.87693
C 3.05633 -5.78455 -5.73142
H -0.62388 -2.90187 -8.61416
H -1.14328 -3.83539 -7.20364
H -0.14599 -2.35771 -6.99943
H 2.38204 -6.48663 -5.23963
H 3.37947 -5.00933 -5.03539
H 3.93372 -6.32938 -6.07510
```

The LUMO energy comes out at -3.395 eV. Its charge is +1. Its orbital gap is 8.49 eV. The calculation puts the energy at -3701.411356 hartree. For the energy above the lowest of the compared OMol25 structures with the same formula, charge and spin, the calculation gives 3.0789 eV.



# 4
This record from OMol25 describes the molecule C6H10O. The level of theory is ωB97M-V/def2-TZVPD.

XYZ file:
```
17
C6H10O, DFT ωB97M-V/def2-TZVPD
C -0.32656 0.40577 2.05599
C -0.16894 0.25129 0.56897
C -0.24037 1.26044 -0.29890
C -0.15813 1.12248 -1.79448
C 0.73199 -1.32116 -1.23000
C 0.00077 -1.16047 0.06911
O 0.98218 -1.94249 0.77730
H 0.50778 -0.05835 2.59354
H -1.24077 -0.09603 2.40054
H -0.38785 1.45977 2.34290
H -0.38161 2.27223 0.08242
H 0.85027 1.32830 -2.16731
H -0.84927 1.81254 -2.28940
H -0.44870 0.11791 -2.14299
H 0.16684 -2.04270 -1.85877
H -0.92830 -1.72911 0.21643
H 1.83788 -1.51285 0.59920
```

The LUMO energy comes out at -0.021 eV. Its orbital gap is 8.91 eV. The calculation puts the energy at -309.680609 hartree. For the energy above the lowest of the compared OMol25 structures with the same formula, charge and spin, the calculation gives 4.4018 eV.